[1]
A molecular structure, C14H10ClN8RhS, computed with wB97M-V/def2-TZVPD.

Each line ends with the Mulliken spin population.
Element x y z (Å)
N  -0.6655  2.2686  0.1853  0.093
C  1.1457  -2.5972  -2.8587  0.018
H  -3.9879  5.6888  -0.3982  0.000
C  0.3000  -0.7987  2.8215  0.032
H  0.3347  0.1300  3.3749  0.000
H  -0.1588  -2.0225  4.5150  0.000
H  -3.1507  7.2034  -0.3121  -0.001
C  1.4096  -1.3198  -3.3024  -0.003
H  -0.0044  5.6229  0.2219  -0.001
C  0.5229  -1.8569  0.7646  -0.009
Rh  0.9151  1.0594  0.4008  2.752
N  0.5440  -5.2594  -1.5944  0.000
C  0.0270  -2.0076  3.4507  -0.001
C  0.0055  -3.1628  2.7007  0.020
H  -0.7822  7.1480  0.0450  0.000
N  0.0460  -5.5036  0.8135  0.000
H  1.1727  -3.4455  -3.5315  0.000
S  0.1165  -6.3881  -0.5294  0.001
C  0.5508  -4.1113  -0.9306  0.000
H  1.5650  0.7507  -2.7023  0.003
N  -2.1293  4.1793  -0.0655  0.082
C  0.2574  -3.0943  1.3264  0.007
N  0.5400  -0.7303  1.5116  0.153
C  0.2682  -4.2503  0.4403  -0.001
Cl  2.9102  1.8779  0.7766  0.572
H  1.6557  -1.1225  -4.3358  0.000
N  -0.8485  6.1426  0.0545  0.008
C  0.8132  -1.7117  -0.6624  -0.009
N  1.0658  -0.4624  -1.1119  0.156
C  1.3605  -0.2664  -2.3964  0.028
C  0.8393  -2.8065  -1.5104  0.008
H  -0.1999  -4.1256  3.1522  0.000
C  -2.0101  5.5166  -0.0949  0.003
N  -3.1254  6.1972  -0.2827  0.013
C  -1.3029  3.2578  0.0639  0.077

## Properties
* gap between HOMO and LUMO (alpha / beta): 8.29 / 5.42 eV
* molecular weight: 460.7 g/mol
* energy: -52952.404 eV
* spin multiplicity: 5
* charge: +2
* HOMO (alpha / beta): -14.8 / -14.8 eV
* energy relative to the best compared isomer or geometry (same formula, charge and spin): 0.0 kJ/mol

=====

[2]
2 unconnected molecules or ions with the total composition C14H10F12N2P at a distorted geometry, computed with wB97M-V/def2-TZVPD.

Each line ends with the natural charge from an NBO analysis.
Element x y z (Å)
N  2.5808  1.7030  1.1073  -0.306
F  1.1930  -0.8433  -2.9683  -0.298
N  -1.4394  -1.8388  -1.3915  -0.212
H  3.3244  -3.8903  -0.8848  0.214
F  -3.6415  1.5111  -0.7447  -0.609
C  -0.6534  -1.3852  -0.6460  0.217
C  2.2022  -1.3332  1.6581  -0.107
H  -0.3043  1.7314  2.3934  0.210
C  0.5979  1.0945  -1.6984  0.642
C  1.9173  -2.4170  -0.3730  -0.184
F  2.7795  0.0867  -1.7832  -0.296
H  -0.1182  3.3100  1.5165  0.207
C  3.0375  -3.1601  -0.1414  -0.218
F  -0.4162  -0.5983  1.4858  -0.324
C  1.4828  -1.4756  0.5041  -0.104
F  2.0287  1.0120  -3.5476  -0.318
C  3.7298  -2.9888  1.0146  -0.191
F  -6.4483  1.2741  0.6633  -0.596
H  1.3765  -2.6089  -1.2923  0.228
F  -4.2975  1.4311  1.2458  -0.605
F  -4.9557  -0.1653  -1.3786  -0.594
C  -0.8405  1.6461  0.2665  -0.372
F  -0.5572  1.0080  -2.3324  -0.279
F  -5.1594  -0.5387  0.6690  -0.597
H  1.8519  -0.6109  2.3846  0.217
C  1.5833  1.4882  0.5360  0.330
C  -0.6792  2.3806  1.6018  -0.633
F  0.9824  2.3914  -1.8240  -0.318
F  -5.7749  1.8993  -1.2219  -0.596
H  -1.7296  1.0246  0.2366  0.277
C  0.4639  0.8438  -0.1726  -0.256
P  -5.0528  0.9010  -0.1282  2.604
H  -1.0127  2.4268  -0.4740  0.231
H  4.6152  -3.5863  1.1958  0.208
C  1.6755  0.2809  -2.4735  0.915
H  -1.6938  2.6461  1.9152  0.250
C  0.2376  -0.6351  0.2708  0.278
C  3.3017  -2.0758  1.9348  -0.233
H  3.8126  -1.9390  2.8761  0.215

## Properties
* gap between HOMO and LUMO: 10.36 eV
* molecular weight: 465.2 g/mol
* energy: -59564.460 eV
* charge: -1
* HOMO: -7.9 eV